DFT (the ωB97M-V functional and the def2-TZVPD basis) results for a single C7H17N molecule in a non-equilibrium geometry.

For the electronic energy, the calculation gives -331.5476 a.u. The value obtained for the energy above the lowest of the compared OMol25 structures with the same formula, charge and spin is 323.6 kJ/mol. Its spin multiplicity is 1. For the LUMO energy, the calculation gives 1.11 eV. As for the structure (SMILES): CCC[C@H](C)NCC.

Geometry (Å):
C  2.290  1.722  2.220
C  2.026  1.448  0.686
C  1.342  -0.047  0.521
C  0.205  -0.274  -0.500
C  -0.859  0.800  -0.554
N  -0.425  -1.607  -0.293
C  -1.388  -1.806  -1.386
C  -2.787  -1.497  -0.963
H  3.267  1.482  2.533
H  2.137  2.951  2.165
H  1.632  1.316  2.931
H  2.982  1.395  0.165
H  1.420  2.263  0.196
H  1.047  -0.518  1.518
H  2.121  -0.708  0.205
H  0.778  -0.175  -1.390
H  -1.100  1.022  -1.773
H  -0.468  1.696  -0.044
H  -1.759  0.478  -0.117
H  -0.711  -1.710  0.623
H  -1.336  -2.853  -1.790
H  -1.146  -1.173  -2.380
H  -2.638  -1.155  0.081
H  -3.039  -0.728  -1.733
H  -3.592  -2.324  -0.919

---

DFT (the ωB97M-V functional and the def2-TZVPD basis) results for a gas-phase ion, C7H17N (charge +1) in a non-equilibrium geometry.

For the electronic energy, the calculation gives -331.3481 a.u. The value obtained for the energy above the lowest of the compared OMol25 structures with the same formula, charge and spin is 17.1 kJ/mol. Its spin multiplicity is 2. As for the net charge: +1. For the LUMO energy (alpha / beta), the calculation gives -2.90 / -7.28 eV.

Geometry (Å):
C  0.913  1.076  -1.122
C  1.216  0.574  -2.523
C  2.517  1.204  -3.045
C  -0.190  0.275  -0.418
N  -0.267  0.587  0.974
C  -0.351  -0.421  1.999
C  -1.367  -1.583  1.775
C  -2.595  -1.406  2.690
H  1.798  1.020  -0.482
H  0.567  2.114  -1.165
H  0.335  0.691  -3.165
H  1.370  -0.510  -2.497
H  2.488  1.352  -4.119
H  2.646  2.201  -2.633
H  3.355  0.553  -2.840
H  -1.179  0.568  -0.825
H  -0.213  -0.806  -0.567
H  0.215  1.438  1.268
H  0.660  -0.801  2.200
H  -0.638  0.110  2.905
H  -1.702  -1.614  0.747
H  -0.818  -2.441  2.125
H  -3.066  -2.376  2.832
H  -2.370  -1.045  3.687
H  -3.326  -0.761  2.198

---

DFT (the ωB97M-V functional and the def2-TZVPD basis) results for a gas-phase ion, C7H17N (charge +1) in a non-equilibrium geometry.

For the electronic energy, the calculation gives -331.3198 a.u. The value obtained for the energy above the lowest of the compared OMol25 structures with the same formula, charge and spin is 91.3 kJ/mol. Its spin multiplicity is 2. As for the net charge: +1. For the LUMO energy (alpha / beta), the calculation gives -3.00 / -7.84 eV.

Geometry (Å):
C  0.289  -0.304  -0.329
N  1.627  -0.782  -0.639
C  2.468  -1.037  0.500
C  3.395  0.156  0.915
C  -0.495  0.216  -1.538
C  -2.241  0.257  1.282
C  -2.760  0.299  -0.180
C  -1.755  0.989  -1.125
H  0.338  0.523  0.375
H  -0.251  -1.131  0.127
H  1.663  -1.507  -1.357
H  1.899  -1.285  1.403
H  3.145  -1.875  0.322
H  2.891  0.803  1.651
H  4.255  -0.265  1.423
H  3.628  0.773  0.056
H  0.018  0.958  -2.173
H  -0.773  -0.537  -2.270
H  -1.516  -0.546  1.464
H  -2.975  -0.240  1.922
H  -2.112  1.270  1.608
H  -3.698  0.850  -0.253
H  -3.030  -0.739  -0.371
H  -1.652  2.023  -0.780
H  -2.361  1.130  -2.031

---

DFT (the ωB97M-V functional and the def2-TZVPD basis) results for a molecular structure, C7H17N2OP in a non-equilibrium geometry.

For the electronic energy, the calculation gives -802.9291 a.u. The value obtained for the energy above the lowest of the compared OMol25 structures with the same formula, charge and spin is 189.1 kJ/mol. Its spin multiplicity is 1. For the LUMO energy, the calculation gives 0.73 eV.

Geometry (Å):
C  -3.508  0.229  -0.213
C  -2.636  1.118  -0.784
C  0.186  -1.986  0.507
C  -1.034  -1.515  -1.654
C  1.701  1.146  1.543
C  2.948  0.747  -0.424
C  -1.476  1.649  -0.060
N  0.034  -1.193  -0.720
N  1.678  0.528  0.218
O  0.685  0.914  -2.114
P  0.383  0.433  -0.777
H  -4.269  -0.366  -0.671
H  -3.550  -0.010  0.749
H  -2.651  1.319  -1.838
H  -0.380  -2.970  0.492
H  1.230  -2.339  0.521
H  -0.069  -1.356  1.359
H  -0.918  -2.526  -2.088
H  -1.935  -1.384  -1.072
H  -1.105  -0.728  -2.424
H  1.596  2.233  1.522
H  0.804  0.869  2.169
H  2.421  0.653  2.123
H  2.911  0.472  -1.429
H  3.552  1.644  -0.445
H  3.597  0.040  0.198
H  -1.388  1.815  0.999
H  -1.161  2.570  -0.426

---

DFT (the ωB97M-V functional and the def2-TZVPD basis) results for a gas-phase ion, C7H17N3O (charge +2) in a non-equilibrium geometry.

For the electronic energy, the calculation gives -515.5931 a.u. The value obtained for the energy above the lowest of the compared OMol25 structures with the same formula, charge and spin is 452.0 kJ/mol. Its spin multiplicity is 1. As for the net charge: +2. For the LUMO energy (alpha / beta), the calculation gives -11.11 / -11.30 eV.

Geometry (Å):
C  -0.618  2.011  0.291
C  0.658  1.505  -0.376
C  -1.921  1.142  -0.065
C  -2.286  -1.308  -0.274
C  0.099  -1.963  0.224
C  1.303  0.191  0.021
C  2.876  0.160  -0.207
N  -1.199  -2.231  -0.244
N  -2.013  -0.154  0.505
N  0.804  -0.993  -0.488
O  3.339  -0.905  0.541
H  -0.705  2.147  1.366
H  -0.671  3.048  0.024
H  0.350  1.542  -1.450
H  1.454  2.319  -0.365
H  -2.596  1.902  0.354
H  -2.009  1.172  -1.079
H  -2.746  -1.025  -1.316
H  -3.195  -1.704  0.332
H  0.256  -1.779  1.433
H  0.622  -2.909  0.208
H  1.415  0.325  1.156
H  3.231  1.191  0.171
H  3.329  0.091  -1.267
H  -1.418  -3.284  -0.291
H  -1.979  -0.179  1.554
H  0.805  -1.070  -1.574
H  4.022  -1.408  0.052

---

DFT (the ωB97M-V functional and the def2-TZVPD basis) results for 2 unconnected molecules or ions with the total composition C7H17N4OS in a non-equilibrium geometry.

For the electronic energy, the calculation gives -969.0162 a.u. The value obtained for the energy above the lowest of the compared OMol25 structures with the same formula, charge and spin is 81.5 kJ/mol. Its spin multiplicity is 1. As for the net charge: +1. For the LUMO energy, the calculation gives -12.73 eV.

Geometry (Å):
C  0.114  5.374  -2.377
C  0.273  4.680  -1.428
N  0.770  3.988  -0.338
C  0.856  2.604  -0.506
N  1.775  2.096  -1.352
C  1.484  2.085  -2.791
N  0.245  1.380  -3.081
N  0.095  1.847  0.234
S  0.138  0.114  0.164
H  -0.043  6.036  -3.187
H  0.164  4.200  0.450
H  2.097  1.193  -1.023
H  1.510  3.092  -3.181
H  2.292  1.556  -3.272
H  -0.551  1.888  -2.710
H  0.106  1.408  -4.083
H  -0.546  2.264  0.890
H  -0.026  -0.146  1.476
C  -0.382  -4.887  2.637
C  -0.796  -3.429  2.559
C  -1.973  -3.227  1.617
O  0.318  -2.621  2.144
H  -0.069  -5.249  1.654
H  0.461  -5.010  3.316
H  -1.204  -5.511  2.986
H  -1.060  -3.071  3.554
H  -1.708  -3.540  0.603
H  -2.259  -2.174  1.575
H  -2.839  -3.805  1.937
H  0.584  -2.932  1.271

---

DFT (the ωB97M-V functional and the def2-TZVPD basis) results for 2 unconnected molecules or ions with the total composition C7H17NO in a non-equilibrium geometry.

For the electronic energy, the calculation gives -406.8505 a.u. The value obtained for the energy above the lowest of the compared OMol25 structures with the same formula, charge and spin is 209.5 kJ/mol. Its spin multiplicity is 1. For the LUMO energy, the calculation gives 0.79 eV. As for the structure (SMILES): CCN(C)C(C)=O.CC.

Geometry (Å):
C  0.095  0.423  2.463
C  -0.891  -0.402  1.604
N  -0.492  -1.028  0.371
C  0.523  -2.059  0.426
C  -1.199  -0.963  -0.838
C  -2.459  -0.262  -0.819
O  -0.603  -1.339  -1.845
H  1.215  0.377  2.099
H  0.375  0.077  3.502
H  -0.273  1.449  2.456
H  -1.471  -1.054  2.259
H  -1.594  0.436  1.299
H  0.366  -3.023  -0.217
H  1.533  -1.810  -0.141
H  0.729  -2.539  1.378
H  -2.403  0.819  -0.786
H  -3.005  -0.534  -1.742
H  -3.098  -0.611  -0.015
C  2.001  1.124  -1.989
C  1.260  1.904  -0.875
H  1.389  0.314  -2.299
H  2.258  1.718  -2.867
H  2.884  0.672  -1.537
H  0.790  1.185  -0.166
H  0.328  2.356  -1.275
H  1.745  2.768  -0.447

---

DFT (the ωB97M-V functional and the def2-TZVPD basis) results for a single C7H17NO2 molecule.

For the electronic energy, the calculation gives -482.0630 a.u. The value obtained for the energy above the lowest of the compared OMol25 structures with the same formula, charge and spin is 302.8 kJ/mol. Its spin multiplicity is 1. For the LUMO energy, the calculation gives 0.72 eV. As for the structure (SMILES): CC(C)CCOCCNO.

Geometry (Å):
C  -2.807  0.157  1.656
C  -1.347  -0.322  1.765
C  -1.221  -1.694  2.429
C  -0.666  -0.338  0.388
C  -0.476  1.071  -0.171
O  -0.391  1.135  -1.587
C  0.641  0.369  -2.174
C  2.050  0.823  -1.797
N  3.007  -0.007  -2.506
O  4.333  0.376  -2.174
H  -2.905  1.223  1.868
H  -3.450  -0.371  2.362
H  -3.213  -0.010  0.655
H  -0.799  0.402  2.380
H  -1.426  -2.498  1.714
H  -1.922  -1.806  3.258
H  -0.213  -1.851  2.818
H  -1.284  -0.918  -0.307
H  0.296  -0.857  0.470
H  0.404  1.542  0.286
H  -1.337  1.691  0.084
H  0.519  -0.697  -1.934
H  0.519  0.476  -3.251
H  2.200  1.857  -2.111
H  2.199  0.777  -0.705
H  2.912  -0.974  -2.205
H  4.377  0.445  -1.208

---

DFT (the ωB97M-V functional and the def2-TZVPD basis) results for 3 unconnected molecules or ions with the total composition C7H17NO2 in a non-equilibrium geometry.

For the electronic energy, the calculation gives -482.1427 a.u. The value obtained for the energy above the lowest of the compared OMol25 structures with the same formula, charge and spin is 93.6 kJ/mol. Its spin multiplicity is 1. For the LUMO energy, the calculation gives 0.54 eV. As for the structure (SMILES): CNC(C)=O.C=C(C)C.O.

Geometry (Å):
C  1.342  2.466  -1.039
N  1.114  1.688  0.154
C  0.953  2.263  1.365
C  0.746  1.271  2.496
O  0.891  3.468  1.530
H  0.495  2.379  -1.721
H  1.461  3.516  -0.777
H  2.248  2.134  -1.548
H  1.189  0.679  0.074
H  1.360  0.382  2.366
H  -0.304  0.981  2.526
H  1.000  1.749  3.440
C  -1.343  -1.746  0.755
C  -1.380  -1.559  -0.577
C  -1.137  -2.680  -1.538
C  -1.567  -0.208  -1.188
H  -1.638  -0.956  1.428
H  -1.348  -2.741  1.175
H  -0.985  -3.626  -1.022
H  -0.268  -2.471  -2.160
H  -2.003  -2.782  -2.198
H  -1.590  0.574  -0.433
H  -0.759  0.009  -1.884
H  -2.505  -0.191  -1.745
O  1.396  -1.231  -0.045
H  2.130  -1.809  0.165
H  0.502  -1.560  0.397

---

DFT (the ωB97M-V functional and the def2-TZVPD basis) results for 2 unconnected molecules or ions with the total composition C7H17NO3P in a non-equilibrium geometry.

For the electronic energy, the calculation gives -898.8137 a.u. The value obtained for the energy above the lowest of the compared OMol25 structures with the same formula, charge and spin is 53.1 kJ/mol. Its spin multiplicity is 1. As for the net charge: -1. For the LUMO energy, the calculation gives 3.42 eV.

Geometry (Å):
C  -3.239  0.239  0.106
C  -2.257  -0.619  2.230
C  -1.855  -1.810  0.091
C  0.994  1.434  0.686
C  1.612  2.403  -1.458
C  1.301  0.011  -1.382
C  -2.444  -0.635  0.757
N  1.597  1.265  -0.631
O  1.207  -2.085  0.490
O  3.312  -0.787  0.226
O  2.687  -2.361  -1.601
P  2.114  -1.520  -0.564
H  -3.130  0.191  -0.934
H  -4.002  0.825  0.638
H  1.674  0.007  -2.369
H  -1.253  -0.960  2.351
H  -2.150  0.405  2.676
H  -2.915  -1.339  2.698
H  -0.803  -1.811  0.451
H  -1.717  -1.791  -1.022
H  -2.414  -2.725  0.200
H  -0.092  0.954  0.805
H  1.652  0.826  1.281
H  1.155  2.422  1.009
H  0.599  2.468  -1.930
H  1.751  3.251  -0.844
H  2.369  2.505  -2.295
H  0.222  -0.283  -1.262
H  4.027  -0.480  -0.405

---

DFT (the ωB97M-V functional and the def2-TZVPD basis) results for a molecular structure, C7H17O3 in a non-equilibrium geometry.

For the electronic energy, the calculation gives -502.5262 a.u. The value obtained for the energy above the lowest of the compared OMol25 structures with the same formula, charge and spin is 234.1 kJ/mol. Its spin multiplicity is 1. As for the net charge: -1. For the LUMO energy, the calculation gives 3.49 eV.

Geometry (Å):
C  -2.479  -1.259  0.270
O  -2.692  -0.077  0.967
C  -0.921  -1.642  0.374
C  -0.141  -0.816  -0.542
C  1.300  -1.071  -0.596
C  1.776  -1.627  -1.740
C  1.968  -0.349  0.599
C  2.921  0.613  -0.179
H  -2.661  -0.941  -0.804
H  -3.051  -1.979  0.840
H  -0.966  -2.660  0.023
H  -0.634  -1.728  1.348
H  -0.432  0.184  -0.646
H  -0.529  -0.988  -1.551
H  2.817  -1.582  -1.860
H  0.971  -1.931  -2.412
H  1.232  0.315  0.918
H  2.434  -0.987  1.238
H  2.384  1.580  -0.527
H  3.646  0.800  0.490
H  3.256  0.341  -1.066
H  -2.391  2.648  -0.195
H  -2.332  0.840  0.326
O  -1.722  1.873  -0.142
H  1.078  2.426  0.273
H  -0.483  2.585  0.917
O  0.554  2.952  0.872

---

DFT (the ωB97M-V functional and the def2-TZVPD basis) results for a molecular structure, C7H18AlBrCl4FILi2N4O6 in a non-equilibrium geometry.

For the electronic energy, the calculation gives -6017.2416 a.u. Its spin multiplicity is 1. For the LUMO energy, the calculation gives -3.60 eV.

Geometry (Å):
O  4.046  0.909  0.400
C  3.089  0.195  1.194
C  1.783  0.964  1.447
C  0.626  0.647  0.452
I  1.427  0.145  -1.535
C  -0.300  1.861  0.203
N  -1.105  2.275  1.364
C  -1.383  1.195  2.327
C  -1.375  -0.223  1.732
N  -0.199  -0.539  0.849
H  4.286  1.686  0.922
H  2.943  -0.826  0.820
H  3.574  0.072  2.195
H  1.433  0.627  2.516
H  1.917  2.051  1.527
H  -0.932  1.731  -0.694
H  0.361  2.705  -0.045
H  -0.652  3.058  1.816
H  -2.414  1.353  2.699
H  -0.739  1.308  3.208
H  -2.321  -0.479  1.238
H  -1.317  -0.911  2.591
H  -0.586  -0.920  -0.031
H  0.364  -1.303  1.229
F  -0.309  -0.335  -3.905
Cl  1.441  1.082  4.252
Li  3.783  1.910  4.568
Li  6.484  1.506  4.156
Br  5.316  -0.195  5.835
Al  5.677  -1.336  8.163
Cl  1.164  1.306  -4.056
O  0.948  -3.133  -3.974
Cl  -0.005  -3.853  -3.209
O  0.624  -4.858  -2.409
O  -1.029  -4.404  -4.029
O  -0.658  -2.881  -2.228
C  -4.657  -0.015  -3.974
O  -5.715  0.077  -4.577
N  -4.548  0.297  -2.642
N  -3.504  -0.427  -4.554
H  -3.692  0.232  -2.124
H  -5.378  0.609  -2.174
H  -3.542  -0.665  -5.527
H  -2.624  -0.503  -4.067
Cl  -2.303  -1.993  -1.951